7 unconnected molecules or ions with the total composition C7H28N14O7, computed with ωB97M-V/def2-TZVPD.

Last column: Mulliken charge in e.
Cartesian coordinates (Å):
C (18.34485, 10.00227, 22.09405)  0.42
O (17.10884, 10.07297, 22.04833)  -0.69
N (19.22310, 10.95486, 21.65381)  -0.20
N (18.97345, 8.78074, 22.28264)  -0.25
H (18.90200, 11.83503, 21.30738)  0.21
H (20.15687, 10.59433, 21.49808)  0.15
H (19.94950, 8.70026, 22.52965)  0.24
H (18.42090, 8.00438, 22.59465)  0.19
C (21.22342, 5.91271, 18.48430)  0.66
O (20.85662, 6.45978, 17.43452)  -0.70
N (20.45353, 4.96868, 19.12654)  -0.45
N (22.37706, 6.21773, 19.14845)  -0.31
H (19.61283, 4.67892, 18.66723)  0.23
H (20.58595, 4.91468, 20.11804)  0.19
H (22.61372, 5.90796, 20.07671)  0.13
H (23.05994, 6.88822, 18.84698)  0.21
C (21.29885, 9.62797, 14.84725)  0.61
O (22.47864, 9.94780, 14.97268)  -0.65
N (20.72310, 8.67814, 15.66510)  -0.25
N (20.45505, 10.02326, 13.83389)  -0.39
H (19.85281, 8.27772, 15.37434)  0.11
H (21.18035, 8.19516, 16.41856)  0.31
H (19.54556, 9.65030, 13.67171)  0.16
H (20.81799, 10.75123, 13.24423)  0.23
C (23.79793, 13.55871, 22.88066)  0.56
O (23.86871, 12.78600, 23.84078)  -0.65
N (24.51123, 14.74556, 22.85948)  -0.41
N (23.15146, 13.25519, 21.71066)  -0.19
H (25.20689, 14.96402, 23.54295)  0.24
H (24.64796, 15.16276, 21.95571)  0.18
H (23.06599, 13.98379, 21.02774)  0.16
H (22.59858, 12.41170, 21.69407)  0.18
C (22.60973, 7.47701, 22.35658)  0.66
O (21.38488, 7.40211, 22.39201)  -0.63
N (23.31126, 8.64145, 22.37879)  -0.29
N (23.38439, 6.33888, 22.47535)  -0.49
H (24.28344, 8.74938, 22.58942)  0.18
H (22.84621, 9.47976, 22.04630)  0.10
H (22.91791, 5.45184, 22.53336)  0.25
H (24.37434, 6.31603, 22.62782)  0.14
C (21.32276, 14.42488, 16.13120)  0.53
O (21.71005, 14.37920, 17.30320)  -0.64
N (21.01228, 15.59914, 15.51053)  -0.37
N (20.99483, 13.25489, 15.47357)  -0.31
H (20.79302, 15.53996, 14.53363)  0.16
H (20.93728, 16.46730, 15.99845)  0.23
H (21.40815, 12.48196, 15.96254)  0.14
H (20.97353, 13.24208, 14.46962)  0.23
C (21.95920, 10.41479, 19.51325)  0.40
O (21.85794, 10.84859, 20.67504)  -0.64
N (22.22272, 11.23668, 18.45924)  -0.29
N (21.57511, 9.13344, 19.18688)  -0.03
H (22.20793, 12.23546, 18.58149)  0.16
H (22.49103, 10.78322, 17.59692)  0.13
H (21.29486, 9.04128, 18.23375)  -0.05
H (21.18333, 8.55929, 19.91472)  0.18

Calculated values
HOMO-LUMO gap = 9.1 eV
relative energy (zero: lowest compared OMol25 entry of this formula, charge and spin) = 16.0 kcal/mol

A gas-phase ion, C6H17N2 (charge +1), computed with ωB97M-V/def2-TZVPD.

Last column: Mulliken charge in e.
Cartesian coordinates (Å):
N (0.53676, 0.03400, 1.98029)  -0.22
C (-0.68359, -0.70915, 1.45069)  0.23
C (-1.88831, -0.31113, 2.29884)  -1.81
C (-0.93038, -0.42998, -0.02512)  -0.79
N (0.24356, 0.03552, -0.72938)  0.11
C (-0.02968, 0.54340, -2.09259)  -0.61
C (1.06601, 1.49560, -2.51797)  -1.14
C (1.48475, -0.73655, -0.56836)  -1.37
H (0.76347, 0.74662, 1.27347)  0.30
H (1.33750, -0.58682, 2.02484)  0.35
H (0.35347, 0.45343, 2.88952)  0.37
H (-0.50011, -1.75558, 1.68176)  0.25
H (-1.77381, -0.78011, 3.27834)  0.50
H (-2.06234, 0.74227, 2.37636)  0.50
H (-2.77827, -0.85118, 1.98210)  0.42
H (-1.82352, 0.18106, -0.15495)  0.53
H (-1.28449, -1.38026, -0.47574)  0.35
H (-1.03104, 0.96105, -2.02167)  0.36
H (-0.08908, -0.33097, -2.75074)  0.37
H (0.81354, 1.99344, -3.45084)  0.40
H (1.11180, 2.32813, -1.81156)  0.30
H (2.03381, 1.02399, -2.57674)  0.34
H (2.28168, -0.05773, -0.24044)  0.36
H (1.80775, -1.02569, -1.57142)  0.43
H (1.40624, -1.59960, 0.08759)  0.46

Calculated values
HOMO-LUMO gap = 9.1 eV
relative energy (zero: lowest compared OMol25 entry of this formula, charge and spin) = 25.7 kcal/mol
charge = +1

11 unconnected molecules or ions with the total composition C4H32N2O10, computed with ωB97M-V/def2-TZVPD.

Last column: Mulliken charge in e.
Cartesian coordinates (Å):
C (-2.55882, -1.38150, -1.20543)  -1.44
C (-2.06135, -0.67576, 0.04166)  0.12
C (-0.56226, -1.09013, 0.38470)  -0.13
C (0.26841, 0.17406, 0.71630)  -0.22
N (0.94764, 0.87628, -0.32488)  -0.30
N (-3.08328, -1.03080, 1.11454)  -0.55
H (-1.76420, -1.29866, -1.92698)  0.32
H (-2.81526, -2.51814, -0.96672)  0.30
H (-3.35561, -0.86811, -1.79069)  0.23
H (-2.09893, 0.40867, -0.05799)  0.57
H (-0.23947, -1.61182, -0.53620)  0.06
H (-0.42059, -1.90886, 1.23319)  0.18
H (-0.42356, 0.70430, 1.39416)  0.32
H (1.22876, -0.22049, 1.28414)  -0.23
H (0.31861, 1.18255, -1.08037)  0.15
H (1.52201, 0.30884, -0.80946)  0.25
H (-2.74834, -0.58350, 2.00230)  0.25
H (-3.23228, -2.01876, 1.16865)  0.29
H (-1.72660, 0.98301, -2.71196)  0.30
H (-1.34218, 2.23603, -1.92766)  0.34
O (-2.13550, 1.83298, -2.20368)  -0.64
H (0.32777, -0.45364, -3.32593)  0.36
H (1.45356, 0.40845, -3.82163)  0.25
O (0.65911, 0.51049, -3.33204)  -0.60
H (-2.43939, 2.77084, 2.89908)  0.29
H (-3.00186, 1.54820, 2.17517)  0.33
O (-2.40835, 1.80544, 2.81599)  -0.62
H (2.31265, 1.63609, 2.62492)  0.35
H (1.92148, 2.55468, 3.82469)  0.23
O (2.47471, 1.96977, 3.57078)  -0.60
H (2.95616, -0.89340, -0.26870)  0.36
H (3.69030, 0.16902, -1.24444)  0.27
O (3.11784, -0.59034, -1.27748)  -0.77
H (1.83168, -2.00798, 4.24730)  0.29
H (2.37284, -0.90876, 3.34385)  0.23
O (1.77357, -1.51738, 3.43904)  -0.54
H (1.40828, -3.53381, -1.74258)  0.31
H (1.60324, -4.65230, -0.70489)  0.27
O (1.23644, -3.76333, -0.85157)  -0.58
H (2.25985, -2.09596, -3.97309)  0.32
H (2.37754, -1.57826, -2.49308)  0.42
O (1.77191, -2.08283, -3.09353)  -0.74
H (2.67550, 1.95231, 0.26570)  0.34
H (3.07280, 3.32010, 0.48707)  0.30
O (3.26436, 2.46722, 0.87187)  -0.68
H (-3.66591, 2.37272, -0.95330)  0.33
H (-4.15256, 1.20264, 0.05106)  0.39
O (-4.18819, 2.15743, -0.16646)  -0.67

Calculated values
HOMO-LUMO gap = 8.7 eV
relative energy (zero: lowest compared OMol25 entry of this formula, charge and spin) = 72.5 kcal/mol

A molecular structure, C22H34AuBCl3GeN7S4, computed with ωB97M-V/def2-TZVPD.

Last column: Löwdin spin population.
Cartesian coordinates (Å):
Au (-0.26621, 1.56771, -0.98471)  0.29
C (-4.55869, -1.57865, -0.84455)  0.00
C (-4.27443, -1.94572, 0.60771)  0.00
C (-4.84341, -3.34681, 0.85084)  0.00
C (-4.92937, -0.92469, 1.53629)  0.00
N (-2.81496, -1.97447, 0.96387)  0.00
C (-2.46032, -2.44340, 2.21894)  0.00
C (-1.12549, -2.37356, 2.31400)  0.00
N (-0.64380, -1.85102, 1.13098)  0.00
B (0.87195, -1.62488, 1.04028)  0.00
N (1.37475, -0.36845, 1.82675)  0.02
C (2.62438, -0.39981, 2.38386)  0.02
C (2.85747, 0.80355, 2.94867)  0.02
N (1.74561, 1.58550, 2.73362)  0.03
C (0.84187, 0.85003, 2.04516)  0.02
S (-0.72174, 1.31307, 1.47993)  0.34
C (1.75496, 3.01489, 3.21252)  0.00
C (1.84732, 2.97744, 4.73693)  0.00
C (2.98870, 3.68126, 2.59805)  0.00
C (0.52261, 3.80801, 2.80359)  0.00
N (1.38651, -1.63406, -0.43269)  0.01
C (1.43575, -2.83525, -1.09141)  0.01
C (1.95456, -2.61920, -2.31752)  0.01
N (2.21301, -1.26968, -2.42092)  0.01
C (1.86151, -0.68871, -1.24977)  0.01
S (1.96522, 1.01061, -0.88558)  0.14
C (2.90708, -0.63754, -3.59597)  0.00
C (2.02815, 0.45419, -4.20356)  0.00
C (3.14067, -1.70376, -4.66287)  0.00
C (4.25954, -0.10232, -3.13074)  0.01
C (-1.68646, -1.59483, 0.30231)  0.00
S (-1.55756, -1.00284, -1.30783)  0.00
H (-5.62782, -1.73289, -0.99689)  0.00
H (-4.01310, -2.20465, -1.54516)  0.00
H (-4.32712, -0.53899, -1.06036)  0.00
H (-5.89303, -3.35322, 0.55977)  0.00
H (-4.79395, -3.65358, 1.89375)  0.00
H (-4.31575, -4.08487, 0.24635)  0.00
H (-5.98527, -0.82254, 1.28243)  0.00
H (-4.45093, 0.04679, 1.42345)  0.00
H (-4.86257, -1.22444, 2.58182)  0.00
H (-3.18573, -2.78696, 2.92944)  0.00
H (-0.46791, -2.66358, 3.11309)  0.00
H (1.39334, -2.55381, 1.59856)  0.00
H (3.24161, -1.27822, 2.33603)  0.00
H (3.71387, 1.16088, 3.48655)  0.00
H (2.74861, 2.47266, 5.08260)  0.00
H (0.98067, 2.47145, 5.16314)  0.00
H (1.86916, 3.99814, 5.11772)  0.00
H (3.92087, 3.29223, 3.00496)  0.00
H (2.95619, 4.74881, 2.81090)  0.00
H (2.99965, 3.54633, 1.51586)  0.00
H (-0.39301, 3.41363, 3.23765)  0.00
H (0.40262, 3.85964, 1.72372)  0.00
H (0.67166, 4.81961, 3.18166)  0.00
H (1.09339, -3.74392, -0.63044)  0.00
H (2.13856, -3.30820, -3.11647)  0.00
H (1.09048, 0.03037, -4.56759)  0.00
H (2.55797, 0.88759, -5.05192)  0.00
H (1.80647, 1.25044, -3.49993)  0.00
H (2.20870, -2.15993, -4.99724)  0.00
H (3.82600, -2.48353, -4.33035)  0.00
H (3.59269, -1.21302, -5.52318)  0.00
H (4.14753, 0.69890, -2.40261)  0.00
H (4.80117, 0.29571, -3.98834)  0.00
H (4.85451, -0.90336, -2.69037)  0.00
Cl (-0.74972, 3.25628, -4.11883)  0.01
Ge (-2.33026, 2.03392, -3.40896)  0.01
Cl (-4.23629, 2.71825, -4.01421)  0.00
Cl (-2.05357, 0.15560, -4.27963)  0.00
S (-4.56022, 2.51725, -0.13784)  0.01
C (-3.25920, 2.46584, -0.94739)  0.00
N (-2.20947, 2.42281, -1.58789)  0.01

Calculated values
HOMO-LUMO gap (alpha / beta) = 6.7 / 4.8 eV
multiplicity = 2
<S²> = 0.760
charge = +1

| no. | F_max (eV/Å) | molar mass (g mol⁻¹) | DFT total energy (Eh) |
| --- | --- | --- | --- |
| 1 | 2.51 | 420.4 | -1577.0793 |
| 2 | 1.95 | 117.2 | -348.0499 |
| 3 | 10.71 | 268.3 | -1033.3882 |
| 4 | 1.07 | 911.6 | -6452.8771 |